{"formula": "C36H55N4OOsP2", "method": "ωB97M-V with the def2-TZVPD basis set", "elements": ["Os", "P", "P", "O", "N", "N", "N", "N", "C", "C", "C", "C", "C", "C", "C", "C", "C", "C", "C", "C", "C", "C", "C", "C", "C", "C", "C", "C", "C", "C", "C", "C", "C", "C", "C", "C", "C", "C", "C", "C", "C", "C", "C", "C", "H", "H", "H", "H", "H", "H", "H", "H", "H", "H", "H", "H", "H", "H", "H", "H", "H", "H", "H", "H", "H", "H", "H", "H", "H", "H", "H", "H", "H", "H", "H", "H", "H", "H", "H", "H", "H", "H", "H", "H", "H", "H", "H", "H", "H", "H", "H", "H", "H", "H", "H", "H", "H", "H", "H"], "xyz": [[0.4272, 0.3224, 0.4392], [-1.8937, -0.2441, 1.0550], [2.3725, 0.4803, -0.9282], [2.1074, -0.1474, 2.9651], [0.4635, -1.6937, 0.0525], [-0.4792, 0.4065, -1.5405], [0.1367, 2.2932, 1.2445], [0.2430, 2.4968, 2.5892], [4.6697, 2.1000, -1.5742], [-0.9561, -2.1346, 2.9734], [3.7975, 1.6234, -0.3919], [-2.2843, -0.8533, -0.5667], [4.1354, -0.6969, -2.8685], [-2.3420, -0.1380, -3.0037], [-3.2457, 1.8356, 2.3917], [0.0138, -4.7129, -0.4493], [-0.2117, -5.9893, -0.8712], [-3.2131, 1.9400, -0.0948], [-4.6935, 0.2322, 0.9869], [2.0008, -1.8697, -2.5232], [-0.8030, -3.7110, -0.9247], [3.7376, -1.9584, -0.7284], [-0.4690, 1.0699, -3.8472], [1.6136, 1.3746, -2.3686], [-0.0898, 4.4582, 1.7267], [-2.2778, -1.6004, 2.3699], [-2.9962, -2.7976, 1.7254], [-0.3092, 3.8117, -0.7319], [-1.7236, 0.5122, -4.0266], [0.1394, 3.7912, 2.9082], [0.2915, 4.2359, 4.2979], [-3.3275, 0.9839, 1.1011], [-0.1029, 3.5227, 0.6982], [3.0910, -1.0467, -1.7917], [4.6745, 0.9093, 0.6562], [-2.0292, -5.1959, -2.2981], [-1.2384, -6.2581, -1.7957], [-3.1088, -1.0588, 3.5358], [1.4012, 0.0620, 1.9295], [0.1634, 0.9169, -2.6103], [-1.6926, -0.2159, -1.7557], [-0.3830, -2.4789, -0.3603], [-1.8253, -3.8968, -1.8686], [3.2273, 2.8815, 0.2672], [-1.1903, 4.4631, -0.8516], [5.1717, 3.0317, -1.2700], [-2.4158, -3.0849, -2.2480], [-3.4702, 2.8910, 2.1584], [3.7397, -0.0094, -3.6286], [-3.2282, -3.5261, 2.5256], [-1.2020, -2.9349, 3.6968], [-3.9574, 1.5075, 3.1670], [-2.8049, -5.4232, -3.0240], [4.0839, 2.3291, -2.4747], [-2.5936, -0.2369, 4.0379], [-3.0954, -1.5778, -0.7257], [2.4849, -2.5632, -3.2279], [-2.2346, 1.8173, 2.8220], [-3.9510, -2.5360, 1.2517], [5.4684, 1.3929, -1.8285], [5.3586, 0.1779, 0.2073], [1.2800, 3.9808, 4.7001], [-0.2912, -2.5659, 2.2129], [1.3118, -1.2366, -3.0899], [4.6390, -1.5182, -0.2859], [-2.1934, 0.6044, -4.9687], [-3.2824, -0.6479, -3.1130], [-4.6033, -0.8497, 0.8376], [4.4136, -1.6262, -3.3954], [0.1816, 5.3224, 4.3366], [0.7901, -4.4907, 0.2472], [0.3536, 1.7582, 3.2881], [-2.2234, 2.4073, -0.1152], [4.0628, 3.5034, 0.6215], [-0.4588, 2.9126, -1.3371], [5.2948, 1.6687, 1.1562], [-0.4656, 3.7914, 4.9553], [-0.2401, 5.5180, 1.6008], [0.0833, 1.6241, -4.6168], [2.6109, 2.6287, 1.1332], [4.0707, 0.4181, 1.4313], [-3.3797, 1.4331, -1.0493], [2.2097, 1.2320, -3.2866], [1.4339, -2.4811, -1.8238], [-3.9661, 2.7397, -0.0031], [5.0645, -0.2900, -2.4541], [-3.2423, -1.8644, 4.2696], [-0.4152, -1.3415, 3.5133], [2.6350, 3.4819, -0.4336], [-5.2487, 0.6165, 0.1154], [0.5508, 4.3651, -1.1442], [0.3797, -6.8024, -0.5037], [4.0312, -2.9077, -1.2057], [3.0255, -2.1890, 0.0763], [-5.3267, 0.4029, 1.8720], [1.6342, 2.4685, -2.1762], [-2.3586, -3.3012, 0.9826], [-4.1014, -0.7338, 3.2251], [-1.4355, -7.3115, -2.1543]], "forces_ev_per_a": [[-0.76, 1.60, 0.18], [-1.16, -0.56, 0.63], [1.46, 0.51, -1.79], [-5.31, 1.66, -7.84], [-2.10, -1.18, -1.62], [-0.68, -0.36, -0.87], [-0.35, -0.82, -1.30], [0.34, -0.18, 0.39], [0.16, 0.02, -0.18], [0.09, 0.08, -0.04], [0.35, -0.01, 0.27], [0.02, -0.28, -2.08], [0.33, 0.21, 0.00], [0.41, -1.06, 1.38], [0.01, 0.32, 0.32], [0.98, -3.76, 0.37], [1.10, 0.95, 1.29], [0.20, 0.13, -0.14], [-0.19, 0.05, -0.19], [-0.11, 0.03, 0.16], [1.29, 4.39, 1.10], [0.07, -0.08, 0.06], [0.93, 0.07, 0.37], [-0.80, 0.39, -0.32], [-0.19, 0.61, -0.72], [0.59, -0.54, -0.06], [-0.24, -0.23, -0.03], [0.00, 0.18, -0.76], [0.58, 0.67, -0.31], [0.05, -0.59, -0.07], [-0.05, 0.60, 0.63], [-0.41, 0.60, 0.34], [0.16, -0.14, 1.24], [0.14, -0.91, 0.09], [0.08, -0.03, 0.06], [-0.55, 1.63, -0.01], [-1.26, -2.01, -1.47], [-0.08, 0.17, -0.06], [6.15, -2.36, 9.85], [0.69, 0.65, 0.52], [-0.32, 0.05, 1.46], [0.91, 0.04, 0.43], [-1.56, -2.19, -1.64], [-0.37, 0.02, 0.14], [0.32, -0.24, 0.03], [-0.21, -0.27, -0.06], [-0.01, 0.14, -0.12], [0.03, -0.43, 0.11], [0.24, -0.17, 0.15], [0.14, 0.32, -0.37], [0.10, 0.42, -0.31], [0.42, 0.14, -0.37], [0.12, 0.11, 0.09], [0.24, -0.02, 0.18], [-0.12, -0.07, 0.04], [0.24, 0.52, 0.07], [-0.07, 0.35, 0.21], [-0.25, 0.08, 0.03], [0.26, -0.16, 0.17], [-0.37, 0.30, 0.07], [-0.24, 0.28, 0.16], [-0.17, 0.01, -0.14], [-0.17, 0.13, 0.31], [0.04, -0.18, -0.09], [-0.33, -0.25, -0.17], [-0.51, 0.06, -0.86], [-0.27, 0.04, -0.15], [-0.09, 0.38, 0.12], [-0.21, 0.32, 0.29], [0.01, -0.19, 0.12], [0.41, 0.04, 0.31], [0.07, 0.15, -0.73], [-0.26, 0.00, -0.06], [-0.26, -0.21, -0.16], [-0.04, 0.25, 0.23], [-0.15, -0.23, -0.15], [0.11, 0.06, -0.14], [0.05, 0.02, 0.08], [-0.46, -0.46, 0.13], [0.06, 0.12, 0.01], [0.24, 0.07, -0.13], [-0.05, 0.20, 0.18], [-0.28, -0.04, 0.42], [0.13, 0.15, -0.25], [0.23, -0.34, 0.04], [-0.38, -0.16, -0.17], [0.09, 0.14, -0.21], [-0.12, -0.30, -0.11], [0.08, -0.03, 0.14], [0.20, -0.12, 0.33], [-0.27, -0.13, 0.18], [0.32, -0.27, 0.15], [-0.11, 0.32, 0.14], [0.19, -0.01, -0.12], [0.31, -0.09, -0.34], [-0.04, -0.57, 0.01], [-0.26, 0.12, 0.29], [0.11, -0.03, 0.12], [0.31, 1.41, 0.51]], "mulliken_spin": [0.764, 0.149, 0.086, -0.008, 0.490, 0.077, 0.001, -0.009, 0.000, 0.004, -0.015, 0.551, 0.002, 0.122, 0.012, 0.162, 0.197, 0.041, 0.034, 0.006, 0.113, -0.004, 0.122, 0.002, 0.040, 0.013, 0.026, 0.005, -0.020, 0.053, 0.001, 0.025, -0.008, -0.003, 0.003, 0.081, 0.422, 0.004, -0.020, -0.003, 0.041, 0.136, 0.277, 0.014, 0.001, 0.001, 0.050, 0.001, 0.000, -0.002, 0.001, 0.003, 0.001, 0.000, 0.000, -0.057, 0.001, -0.002, 0.002, 0.001, 0.001, 0.004, 0.002, -0.001, 0.000, 0.004, -0.006, -0.012, 0.000, -0.001, 0.033, -0.003, -0.023, 0.000, -0.001, -0.001, 0.004, 0.000, -0.005, 0.001, 0.000, -0.021, -0.001, 0.023, 0.000, 0.000, 0.000, -0.001, 0.003, 0.001, 0.001, 0.001, 0.000, 0.002, 0.001, 0.002, 0.020, 0.000, -0.014], "s_squared": 6.05, "relative_energy_kj_mol": 42.0, "total_charge": 3, "multiplicity": 5, "lumo_energy_ev": [-8.11, -11.97], "orbital_gap_ha": [0.2123, 0.2028]}

***

{"formula": "C36H57F27O24", "method": "ωB97M-V with the def2-TZVPD basis set", "elements": ["F", "F", "F", "F", "F", "F", "F", "F", "F", "F", "F", "F", "F", "F", "F", "F", "F", "F", "F", "F", "F", "F", "F", "F", "F", "F", "F", "O", "O", "O", "O", "O", "O", "O", "O", "O", "O", "O", "O", "O", "O", "O", "O", "O", "O", "O", "O", "O", "O", "O", "O", "C", "C", "C", "C", "C", "C", "C", "C", "C", "C", "C", "C", "C", "C", "C", "C", "C", "C", "C", "C", "C", "C", "C", "C", "C", "C", "C", "C", "C", "C", "C", "C", "C", "C", "C", "C", "H", "H", "H", "H", "H", "H", "H", "H", "H", "H", "H", "H", "H", "H", "H", "H", "H", "H", "H", "H", "H", "H", "H", "H", "H", "H", "H", "H", "H", "H", "H", "H", "H", "H", "H", "H", "H", "H", "H", "H", "H", "H", "H", "H", "H", "H", "H", "H", "H", "H", "H", "H", "H", "H", "H", "H", "H"], "xyz": [[-0.3002, 0.2121, -1.5433], [3.2295, -3.9324, -3.7175], [1.0702, 8.2200, 3.1559], [6.3382, 0.7344, -0.1918], [-1.6336, -0.1911, 0.1674], [3.9787, -2.5723, -2.2212], [-3.2460, -4.9941, -0.2136], [-3.7632, -6.0400, -2.0014], [-1.0954, 6.6814, -1.9209], [2.7375, -9.2204, 4.9187], [-6.2820, -0.7700, 1.8325], [-5.2752, 0.7283, 2.9968], [-2.4299, -4.4006, -2.2208], [0.6733, 8.3545, 0.9577], [-3.9750, -0.0477, -5.9597], [3.4972, -1.8409, -4.2153], [1.4789, 6.5424, 1.8169], [6.4137, 2.0660, -1.9484], [-4.2025, -1.0271, 2.3829], [1.8211, -9.3859, 3.0247], [3.9744, -9.7566, 3.2559], [5.5796, 0.0422, -2.0763], [-4.8042, 2.0474, -6.0487], [-0.7487, 4.5537, -1.9039], [-0.4013, 1.5515, 0.1216], [-3.5986, 1.1680, -7.7268], [0.5854, 5.8303, -0.7531], [-1.3156, -4.1895, 5.1414], [3.2470, 8.5910, 0.4339], [-2.3047, 1.6942, -4.5087], [0.0239, -2.7208, 7.8598], [-1.6178, 4.4457, 0.6117], [3.6244, -7.2540, 2.1561], [0.3995, -0.9554, 5.5436], [-4.4288, -2.8606, -2.2426], [1.9325, -4.0920, 5.9995], [0.9581, -2.2197, -3.9453], [1.8392, -0.4024, 0.1783], [-2.4265, 6.5539, 0.1520], [3.5948, -1.9451, 4.5676], [-5.6811, -4.1158, -0.8430], [-4.7720, 1.7885, 0.6427], [-4.4868, -0.2760, -0.1892], [2.9808, -6.7201, 4.2898], [4.1255, -0.5388, 2.1968], [1.1830, -2.4990, -1.6978], [3.5805, 2.0607, -1.9285], [-1.7344, 2.3520, -6.5671], [0.2549, -1.2733, 1.5238], [3.7790, 8.1402, 2.5618], [4.2333, 2.1515, 0.2966], [3.6621, -5.8146, 1.6786], [2.9559, 8.3045, 1.5337], [-1.4677, 3.2227, 2.7326], [-4.6547, -3.8156, -1.5951], [-5.0996, -0.1454, 2.0479], [0.5248, -3.4813, 2.5711], [-2.3577, 4.2046, 1.8869], [2.2217, 2.5715, -1.6939], [5.0751, 8.6562, 2.3713], [-0.4184, 2.8774, -6.0702], [-0.4423, 0.2787, -0.2068], [-6.8708, -3.3468, -1.0668], [4.9520, 10.0865, 1.9893], [1.5918, 2.3410, -3.0317], [-0.4511, -2.1385, -3.7487], [-4.7005, 0.6064, 0.7690], [-0.7279, 5.6763, -1.1298], [-7.8290, -3.7861, 0.0368], [1.2530, -2.1841, 2.1596], [-2.4977, 1.7505, -5.7219], [3.1495, -2.6960, -3.2492], [-4.4101, 0.1621, -1.6008], [2.8644, -9.0101, 3.6537], [0.6885, -0.5425, 0.5239], [4.3484, 1.8455, -0.8470], [5.6362, 1.1352, -1.2707], [1.5117, 7.8903, 1.9196], [3.1844, -7.4672, 3.3916], [-5.8056, 0.5186, -2.1045], [-1.7051, 5.6153, 0.0283], [-1.1178, -2.3299, -5.0994], [4.8258, -5.6438, 0.8353], [1.6086, -2.4457, -2.8116], [-3.7707, 1.2208, -6.3738], [-3.5269, -4.8610, -1.4951], [0.2511, 3.5532, -7.2210], [0.5578, 2.6027, -3.0239], [1.6077, -1.6239, 3.0212], [5.9748, 10.4409, 1.8741], [-0.4767, -4.5317, 5.4331], [-5.8511, 0.2647, -3.1417], [-0.6540, -1.1761, -3.2965], [0.5303, -1.5914, 6.2321], [-0.0205, -2.8266, 8.8111], [4.3349, 10.5646, 2.7191], [0.0236, 3.0717, -8.1807], [-6.1693, 1.5489, -1.8492], [-6.5336, -0.0535, -1.5929], [-6.5474, -2.3475, -0.7380], [-3.3474, 3.8024, 1.6688], [-2.0326, 2.7405, 3.5747], [-0.7536, -2.8568, -3.0140], [2.6864, -5.5766, 1.2978], [-0.4775, -1.0865, 5.1816], [3.7454, -5.1612, 2.5735], [-0.8065, -1.5511, -5.7902], [-3.8767, 1.0709, -1.6569], [2.1118, 3.6437, -1.3634], [2.3448, -4.9224, 6.2339], [4.6154, 0.2710, 2.3339], [3.9002, -1.4930, 3.7578], [5.5669, 8.6194, 3.3188], [2.6001, -3.6123, 5.5350], [-0.3004, 4.5504, -7.3083], [3.7857, -0.4141, 1.3055], [-3.9992, -0.7245, -2.0231], [-2.1797, -2.1445, -5.0594], [-7.1781, -3.4403, -2.1152], [0.1602, 2.0467, -5.6807], [1.2762, -4.0838, 3.0235], [5.7766, -5.6258, 1.3377], [-0.3429, -3.2657, 3.1974], [2.0882, -2.3743, 1.4549], [-8.8701, -3.4761, -0.1535], [-7.8635, -4.9123, 0.1241], [4.5194, 10.1566, 0.9944], [0.1310, -4.1010, 1.7259], [1.2783, 3.8382, -6.9906], [1.6730, 1.2727, -3.2698], [5.5997, 7.9613, 1.7206], [4.6964, -4.6285, 0.3502], [2.1716, 2.9519, -3.7236], [1.8208, 1.9986, -0.9281], [-0.5782, 3.7223, 3.1362], [0.8558, -3.1442, 7.5704], [-1.0581, 2.4207, 2.1117], [-0.9361, -3.2310, -5.6185], [2.9586, -1.3657, 4.9819], [-1.8038, -4.2219, 6.0037], [-2.5624, 5.2215, 2.2928], [-0.6251, 3.5643, -5.2684], [-7.4617, -3.4589, 0.9320], [4.8525, -6.4000, -0.0354]], "forces_ev_per_a": [[-0.17, -0.17, 0.52], [0.25, -0.53, -0.28], [0.46, 0.04, -1.26], [-0.53, 0.46, -0.42], [-0.22, -0.02, -0.51], [0.03, 0.07, 0.01], [0.83, -0.12, 0.54], [-0.82, -1.09, -0.33], [0.64, -0.04, 0.07], [-0.48, -0.26, 1.78], [0.15, -0.12, 0.05], [-0.12, 0.58, 1.33], [-1.06, -0.28, 1.42], [0.36, 0.00, 1.26], [-0.54, 0.95, -0.06], [0.19, -0.12, 0.20], [-0.08, 0.20, 0.40], [-0.85, -0.87, 0.75], [0.76, -1.01, 0.59], [-1.93, -0.97, -1.36], [-1.17, 0.45, -0.04], [-0.77, 1.08, 0.54], [0.76, -1.29, -0.54], [-0.10, 0.34, 0.54], [0.29, 0.87, 0.22], [-0.83, 0.19, 1.15], [-1.35, 0.08, -0.21], [-1.27, -0.03, 1.40], [0.07, 0.33, -1.83], [-0.54, -0.43, -1.92], [0.39, -0.26, -0.34], [-0.46, -0.34, 1.24], [-0.54, 1.05, 0.23], [0.56, 0.99, -0.95], [-0.70, 1.94, -1.29], [-1.09, -0.33, 0.82], [0.38, -0.34, 0.74], [-0.42, 0.18, -0.09], [-0.67, -0.02, 1.30], [0.38, -0.49, -0.07], [0.13, -1.14, -0.47], [0.28, 0.75, 0.23], [0.13, -0.07, 0.04], [-0.02, 1.26, 0.33], [0.14, 0.01, -0.10], [0.13, -0.14, -0.16], [0.51, 0.48, 1.84], [1.70, 0.64, -0.84], [0.19, -0.34, -0.62], [-1.57, -0.41, 0.56], [-0.91, 0.30, 0.21], [-0.42, -0.61, 3.18], [-0.46, -0.93, 1.98], [-0.55, 0.49, 0.05], [1.08, -1.41, 0.48], [-0.52, 0.64, -1.29], [-0.56, 0.83, -1.52], [0.59, 0.30, 0.20], [0.39, 1.32, -0.85], [0.46, -0.30, -0.02], [-0.64, -0.85, -0.10], [0.24, -1.36, 0.44], [0.04, 0.92, 1.67], [1.22, -0.26, -1.70], [0.49, -0.39, 0.10], [-0.96, 0.17, -0.80], [-0.71, -0.70, -1.35], [1.48, -0.38, -1.50], [-1.39, -2.60, -2.78], [-0.61, -0.43, -0.38], [0.40, 0.56, 3.30], [-1.74, 0.67, 0.73], [-1.74, 0.37, 1.43], [4.05, 1.49, -0.89], [0.76, 0.39, -0.03], [-0.13, -0.34, -1.37], [2.62, -0.50, -1.03], [-0.69, -0.49, -0.78], [-0.14, -1.81, -0.51], [0.03, 0.73, 0.81], [0.09, -0.27, -0.71], [-0.15, 1.80, 0.14], [0.34, 0.48, -3.73], [1.90, 0.04, -0.93], [0.27, -0.29, -0.81], [1.18, 0.98, -0.79], [-1.87, 2.39, -0.43], [-0.74, 0.36, -0.09], [0.06, -0.23, 0.00], [-0.08, 0.68, 0.47], [1.02, -0.10, -0.15], [-0.24, 0.27, -0.78], [-0.25, 0.30, -0.25], [-0.42, -0.60, 0.72], [0.09, 0.05, 0.15], [-0.02, 0.73, 0.46], [0.80, -0.21, 0.35], [0.95, -0.60, -0.67], [-0.76, -1.20, 0.39], [-0.48, 0.22, -1.08], [0.26, -0.32, -0.34], [0.36, 0.66, -0.80], [-0.15, -0.64, 0.22], [-0.32, -0.30, -0.79], [-0.13, -0.31, 0.13], [0.06, -0.56, -0.28], [0.45, 0.27, -0.04], [1.47, 0.54, -0.06], [0.94, -0.91, -0.44], [0.14, -0.38, -0.03], [0.31, 0.34, 0.21], [-0.29, -0.10, 0.19], [0.14, -0.37, 0.80], [0.91, 0.81, -0.83], [0.79, -1.02, -0.12], [-0.45, -0.25, -0.14], [0.42, -0.05, -0.80], [-0.49, -0.30, 0.45], [-0.06, 0.16, 0.41], [-0.18, -0.31, 0.07], [0.37, -0.55, 0.98], [0.21, -0.23, 0.38], [0.44, -0.15, 0.30], [-0.63, 0.26, 0.35], [0.55, 0.19, 0.18], [0.05, 1.05, -0.33], [-0.05, 0.36, 0.22], [0.43, 0.84, 0.24], [0.03, -0.54, -0.32], [0.04, 0.29, -0.20], [0.21, 0.40, -0.50], [0.30, -0.98, 0.38], [-0.31, -0.16, -0.40], [-0.80, -1.20, 1.37], [-0.38, 0.13, 0.04], [-0.35, -0.08, 0.11], [-0.46, 0.17, -0.07], [0.31, -1.31, -0.05], [-0.34, 0.44, 0.04], [0.34, 0.26, -1.22], [0.51, -0.82, 0.22], [-0.14, 0.15, 0.39], [0.68, 1.13, 2.39], [0.02, 1.10, 1.38]], "lowdin_charge": [0.154, 0.175, 0.158, 0.145, 0.173, 0.166, 0.193, 0.199, 0.168, 0.205, 0.151, 0.200, 0.105, 0.144, 0.150, 0.164, 0.142, 0.117, 0.211, 0.234, 0.103, 0.142, 0.156, 0.128, 0.179, 0.140, 0.124, -0.072, 0.184, 0.122, -0.061, 0.029, 0.038, -0.037, 0.179, -0.026, 0.040, 0.115, 0.186, -0.062, 0.042, 0.170, 0.003, 0.157, -0.037, 0.162, 0.038, 0.050, 0.050, 0.039, 0.184, -0.189, -0.422, -0.039, -0.420, -0.601, -0.038, -0.114, -0.171, -0.217, -0.167, -0.529, -0.170, -0.060, -0.061, -0.187, -0.418, -0.493, -0.046, -0.131, -0.422, -0.543, -0.139, -0.596, -0.383, -0.396, -0.464, -0.480, -0.394, -0.038, -0.439, -0.031, -0.083, -0.364, -0.483, -0.531, -0.064, 0.056, 0.097, 0.093, -0.003, 0.071, 0.111, -0.026, 0.044, 0.091, 0.089, 0.103, 0.052, 0.113, 0.104, 0.092, 0.102, 0.118, 0.039, 0.126, 0.075, 0.106, 0.146, 0.046, 0.053, 0.001, 0.119, 0.000, 0.104, 0.021, 0.090, 0.070, 0.143, 0.117, 0.048, 0.078, 0.059, 0.124, 0.092, 0.103, 0.074, 0.094, 0.084, 0.089, 0.138, 0.102, 0.092, 0.067, 0.074, 0.019, 0.047, 0.068, 0.021, 0.062, 0.128, 0.117, 0.036, 0.118], "total_charge": 0, "lumo_energy_ev": 0.39, "orbital_gap_ha": 0.4206}